90
Properties=species:S:1:pos:R:3 method="wB97M-V/def2-TZVPD" molar_mass_g_mol=2397.5 charge=0 e_tot_ha=-28664.07303 fmax_ha_per_bohr=0.026 e_above_lowest_kj_mol=73.9
N 2.875 -1.662 -0.494
C 1.943 -1.461 -1.610
C 0.951 -0.267 -1.428
Si -0.576 -0.645 -0.365
N -1.641 -1.878 -1.070
H 2.995 -0.835 0.071
H 2.665 -2.482 0.063
H 1.355 -2.374 -1.809
H 2.563 -1.230 -2.502
H 1.418 0.657 -1.032
H 0.583 0.002 -2.446
H -0.263 -0.991 1.026
H -1.378 0.605 -0.314
H -1.400 -2.799 -0.725
H -1.636 -1.858 -2.083
C 2.383 3.029 -3.938
Cl 3.091 4.653 -3.812
Cl 0.733 3.056 -3.292
Cl 2.345 2.519 -5.633
Cl 3.358 1.884 -3.004
C -4.531 -4.927 -0.464
Cl -4.266 -5.570 -2.095
Cl -5.123 -3.265 -0.570
Cl -5.722 -5.931 0.381
Cl -3.001 -4.946 0.432
C -2.450 6.301 -2.843
Cl -2.146 6.981 -1.238
Cl -4.146 5.793 -2.959
Cl -2.113 7.521 -4.082
Cl -1.393 4.898 -3.091
C -0.069 -5.633 3.248
Cl 0.309 -4.898 4.815
Cl -1.763 -6.152 3.237
Cl 0.220 -4.444 1.960
Cl 0.979 -7.037 2.987
C 5.564 -3.916 1.379
Cl 5.908 -3.188 2.958
Cl 3.855 -4.387 1.310
Cl 5.917 -2.747 0.103
Cl 6.576 -5.355 1.157
C 6.657 -8.239 -2.340
Cl 6.149 -9.881 -1.905
Cl 5.651 -7.640 -3.670
Cl 6.479 -7.169 -0.936
Cl 8.354 -8.272 -2.847
C -3.416 4.835 2.050
Cl -2.161 3.592 2.191
Cl -2.799 6.370 2.686
Cl -3.856 5.038 0.348
Cl -4.844 4.340 2.978
C 0.578 6.731 -7.180
Cl 1.456 6.636 -8.717
Cl -1.041 6.037 -7.381
Cl 1.464 5.819 -5.944
Cl 0.436 8.426 -6.677
C -3.434 6.331 6.751
Cl -3.712 4.611 6.411
Cl -4.509 7.314 5.739
Cl -3.764 6.666 8.462
Cl -1.748 6.737 6.388
C 0.825 10.505 -10.393
Cl 1.126 9.889 -12.027
Cl 0.279 12.188 -10.486
Cl -0.422 9.521 -9.612
Cl 2.320 10.421 -9.446
C 12.055 -9.273 -0.741
Cl 12.407 -8.548 0.837
Cl 10.343 -9.719 -0.818
Cl 12.414 -8.102 -2.022
Cl 13.055 -10.718 -0.964
C -7.350 4.853 9.119
Cl -6.546 5.410 7.644
Cl -8.794 3.919 8.693
Cl -6.237 3.832 10.046
Cl -7.822 6.253 10.101
C 7.337 -13.925 -3.353
Cl 8.060 -12.313 -3.243
Cl 5.688 -13.875 -2.705
Cl 7.290 -14.439 -5.048
Cl 8.306 -15.073 -2.414
C -6.587 -0.224 -2.570
Cl -4.937 0.331 -2.240
Cl -6.530 -1.694 -3.558
Cl -7.407 -0.570 -1.038
Cl -7.474 1.038 -3.442
C -9.662 7.003 14.209
Cl -8.786 6.946 12.668
Cl -11.273 6.297 13.997
Cl -8.769 6.080 15.429
Cl -9.821 8.687 14.742